*a*
Here is a structure of composition C2H2ClI from the Open Molecules 2025 dataset. Energies are from the ωB97M-V functional and the def2-TZVPD basis.

Results
HOMO energy   -8.695 eV
Gap between HOMO and LUMO   8.782 eV
Multiplicity   1

Geometry as XYZ:
```
6
C2H2ClI the ωB97M-V functional and the def2-TZVPD basis
Cl 2.034 -2.432 -0.002
I 3.483 0.476 -0.011
H 0.404 0.981 0.165
C 1.906 -0.741 0.063
H -0.528 -0.721 0.002
C 0.479 -0.119 -0.061
```

Charge distribution, natural (NBO) scheme, values in e: 0.0718 0.2749 0.2097 -0.3743 0.2266 -0.4088

---

*b*
Here is a structure of composition C2H2ClI from the Open Molecules 2025 dataset. Energies are from the ωB97M-V functional and the def2-TZVPD basis.

Results
HOMO energy (alpha / beta)   -8.164 / -9.326 eV
Gap between HOMO and LUMO (alpha / beta)   5.929 / 8.465 eV
Multiplicity   1

Geometry as XYZ:
```
6
C2H2ClI the ωB97M-V functional and the def2-TZVPD basis
I -1.679 0.980 -1.179
C 0.976 -0.011 0.843
H 0.010 0.191 1.224
H 1.230 0.940 0.354
C -1.198 -1.061 -0.888
Cl 0.661 -1.039 -0.356
```

Charge distribution, natural (NBO) scheme, values in e: 0.0815 -0.5161 0.1847 0.1903 -0.3527 0.4123

---

Which structure wins on stability? *a* wins.